No. 1
{
  "formula": "C4H16NO2S",
  "method": "ωB97M-V/def2-TZVPD",
  "charge": 1,
  "energy_ev": -20815.791,
  "lumo_ev": -8.94,
  "homo_lumo_gap_ev": 3.65,
  "fmax_ha_per_bohr": 0.0502,
  "relative_energy_kj_mol": 622.6,
  "symbols": ["C", "C", "C", "S", "C", "N", "H", "H", "H", "H", "H", "H", "H", "H", "H", "H", "H", "H", "H", "H", "O", "H", "H", "O"],
  "coordinates": [[1.971, 2.216, 0.320], [-5.574, 0.015, 0.236], [-4.504, -0.105, 1.021], [-0.664, 0.014, -0.126], [0.214, 0.126, -1.696], [2.913, 1.510, -0.480], [1.132, 1.516, 0.445], [1.766, 3.157, -0.181], [-5.593, -0.400, -0.759], [-6.579, 0.337, 0.579], [-3.563, -0.489, 0.589], [-4.571, 0.128, 2.086], [0.862, -0.698, -2.002], [0.718, 1.114, -1.712], [-0.529, 0.186, -2.523], [3.245, 0.590, -0.208], [2.341, 2.432, 1.335], [3.573, 1.992, -1.070], [0.364, -1.585, 0.072], [0.652, -2.958, 0.776], [1.077, -2.257, 0.269], [2.746, -1.627, 0.699], [4.042, -1.087, 1.320], [3.481, -0.999, 0.542]],
  "atomic_forces_ev_per_a": [[2.360, 0.064, -1.039], [-0.651, -0.513, 0.564], [-0.418, 0.057, -0.338], [0.853, 1.689, -1.569], [-0.878, -0.335, 0.050], [-0.526, 0.550, 0.140], [-1.423, -0.520, 0.412], [-0.552, -0.024, 0.176], [0.286, 0.295, -0.367], [0.954, -0.066, 0.047], [-0.495, 0.120, 0.469], [0.350, 0.086, -0.387], [0.129, 0.022, 0.748], [0.124, -0.153, -0.074], [-0.017, 0.387, 0.453], [-0.108, -0.559, 0.585], [-0.313, -0.398, 0.119], [-0.379, 0.394, -0.345], [1.093, -1.414, 0.652], [0.028, 0.001, -0.047], [-0.514, 0.265, -0.203], [0.015, 0.239, -0.402], [0.175, 0.057, -0.086], [-0.094, -0.244, 0.443]]
}

***

No. 2
{
  "formula": "C2H10NSi",
  "method": "ωB97M-V/def2-TZVPD",
  "charge": 1,
  "energy_ev": -11595.857,
  "smiles": "C[C@@H]([NH3+])[SiH3]",
  "lumo_ev": -3.95,
  "homo_lumo_gap_ev": 11.57,
  "fmax_ha_per_bohr": 0.0721,
  "relative_energy_kj_mol": 246.1,
  "symbols": ["C", "C", "N", "Si", "H", "H", "H", "H", "H", "H", "H", "H", "H", "H"],
  "coordinates": [[1.399, -0.367, -0.244], [0.025, 0.019, 0.376], [-0.210, 1.443, 0.266], [-1.311, -1.135, -0.293], [2.241, 0.017, 0.416], [1.365, -1.416, -0.128], [1.581, -0.077, -1.275], [0.128, -0.064, 1.471], [0.681, 1.925, 0.450], [-1.046, 1.724, 0.963], [-0.601, 1.691, -0.639], [-0.751, -2.451, 0.101], [-0.970, -0.763, -1.760], [-2.531, -0.548, 0.296]],
  "atomic_forces_ev_per_a": [[0.150, 1.411, 1.806], [1.587, -1.127, 1.146], [-2.959, 1.801, 1.324], [1.039, 0.789, -1.050], [-0.875, -0.389, -0.898], [0.683, -1.294, -0.294], [-0.283, -0.014, -0.124], [0.063, -0.665, -0.300], [-0.665, 0.452, 0.022], [2.665, -0.342, -1.617], [0.414, 0.328, -0.469], [-0.622, 0.118, -0.085], [-0.919, -0.589, 0.801], [-0.278, -0.479, -0.262]]
}

***

No. 3
{
  "formula": "CH3N3O",
  "method": "ωB97M-V/def2-TZVPD",
  "energy_ev": -7597.806,
  "lumo_ev": -0.76,
  "homo_lumo_gap_ev": 9.72,
  "fmax_ha_per_bohr": 0.0892,
  "relative_energy_kj_mol": 559.3,
  "symbols": ["C", "N", "N", "N", "O", "H", "H", "H"],
  "coordinates": [[0.707, 0.816, -2.483], [0.034, 0.746, -3.399], [-0.332, 0.060, 0.423], [1.009, 0.004, 0.021], [1.423, 0.889, -0.849], [-0.884, -0.340, -0.408], [-0.606, 0.993, 0.729], [1.216, -1.000, -0.018]],
  "atomic_forces_ev_per_a": [[1.688, -0.178, 4.262], [-0.887, -0.081, -1.462], [-0.223, -1.087, -1.708], [-1.413, 0.118, 1.225], [-0.374, -0.385, -2.543], [0.385, 1.252, 1.632], [0.109, -0.270, -0.509], [0.714, 0.631, -0.896]]
}

***

No. 4
{
  "formula": "C24H22ClN4O3S4SbTa",
  "method": "ωB97M-V/def2-TZVPD",
  "charge": -1,
  "energy_ev": -101307.207,
  "lumo_ev": 1.41,
  "homo_lumo_gap_ev": 6.53,
  "fmax_ha_per_bohr": 0.0208,
  "relative_energy_kj_mol": 9.0,
  "symbols": ["Ta", "O", "C", "C", "C", "C", "C", "C", "C", "O", "N", "N", "C", "C", "C", "C", "C", "C", "C", "O", "H", "H", "H", "H", "H", "H", "H", "H", "H", "H", "S", "Sb", "S", "S", "S", "C", "N", "C", "C", "N", "H", "H", "H", "H", "H", "H", "Cl", "C", "C", "C", "C", "C", "C", "C", "H", "H", "H", "H", "H", "H"],
  "coordinates": [[-0.676, -0.371, -0.563], [0.933, 5.051, -0.250], [-0.397, 5.080, -0.304], [-1.018, 6.337, -0.285], [-2.400, 6.447, -0.322], [-3.195, 5.321, -0.430], [-2.590, 4.071, -0.437], [-1.202, 3.927, -0.352], [-0.618, 2.561, -0.300], [-1.423, 1.565, -0.113], [0.675, 2.428, -0.425], [1.003, 1.063, -0.273], [2.199, 0.867, 0.160], [2.738, -0.412, 0.508], [4.105, -0.634, 0.685], [4.626, -1.861, 1.077], [3.726, -2.900, 1.313], [2.347, -2.706, 1.233], [1.841, -1.458, 0.829], [0.555, -1.234, 0.719], [1.216, 4.114, -0.297], [-0.376, 7.212, -0.200], [-2.854, 7.433, -0.292], [-4.265, 5.390, -0.513], [-3.185, 3.174, -0.529], [2.811, 1.752, 0.272], [4.774, 0.197, 0.463], [5.694, -1.992, 1.148], [4.094, -3.897, 1.553], [1.659, -3.530, 1.414], [-4.551, -0.991, -2.019], [-2.608, -1.676, -2.868], [-1.294, -2.718, -1.181], [-1.018, 0.212, -2.850], [-2.451, -2.823, -4.781], [0.902, -3.693, -4.372], [1.508, -3.579, -3.050], [1.439, -4.755, -2.224], [1.599, -2.404, -2.484], [1.690, -1.340, -2.033], [-0.148, -3.979, -4.294], [1.483, -4.413, -4.964], [0.931, -2.729, -4.853], [0.416, -5.085, -2.105], [1.822, -4.491, -1.249], [2.028, -5.563, -2.651], [-0.102, 0.437, 6.231], [-0.851, 0.114, 4.676], [-1.516, 1.112, 4.012], [-2.045, 0.858, 2.761], [-1.885, -0.366, 2.142], [-2.428, -0.565, 0.780], [-1.286, -1.398, 2.862], [-0.742, -1.152, 4.124], [-1.646, 2.075, 4.476], [-2.587, 1.635, 2.231], [-3.177, 0.159, 0.477], [-2.812, -1.560, 0.676], [-1.238, -2.372, 2.397], [-0.229, -1.944, 4.643]],
  "atomic_forces_ev_per_a": [[-0.197, -0.215, 0.206], [0.551, 0.073, 0.026], [-0.846, 0.342, 0.034], [0.095, -0.077, 0.187], [0.379, 0.392, -0.121], [0.237, -0.688, 0.009], [0.050, 0.184, -0.020], [0.018, -0.191, -0.021], [-0.183, 0.570, -0.231], [0.618, -0.236, -0.216], [-0.116, -0.574, 0.199], [0.135, 0.895, 0.070], [-0.011, 0.035, -0.429], [-0.153, -0.789, 0.709], [0.442, 0.306, -0.091], [-0.679, 0.511, -0.368], [-0.425, -0.222, 0.098], [0.306, 0.088, -0.117], [0.614, -0.070, -0.172], [-0.454, -0.381, -0.277], [0.044, -0.163, -0.043], [-0.162, -0.149, -0.066], [0.056, -0.089, -0.012], [-0.214, 0.083, 0.026], [-0.045, -0.097, 0.044], [0.200, 0.104, 0.011], [-0.003, -0.143, 0.072], [0.061, -0.105, 0.054], [-0.039, 0.223, 0.053], [0.075, 0.255, 0.003], [-0.435, 0.157, 0.065], [-0.100, -0.027, -0.183], [0.271, 0.015, 0.217], [-0.080, 0.111, 0.141], [-0.043, -0.079, -0.384], [0.152, -0.148, -0.103], [0.055, -0.150, -0.462], [0.153, -0.089, 0.418], [-0.081, 0.406, -0.040], [0.086, 0.029, 0.183], [0.087, -0.097, -0.026], [-0.190, 0.089, 0.124], [0.003, 0.288, -0.208], [-0.368, -0.085, -0.004], [0.158, -0.152, 0.304], [0.139, -0.028, -0.096], [-0.138, -0.029, -0.128], [0.416, -0.455, 0.241], [-0.239, 0.367, 0.081], [0.077, 0.638, 0.064], [-0.767, 0.001, 0.049], [0.452, -0.352, -0.253], [0.213, 0.365, 0.544], [-0.215, -0.288, -0.635], [0.031, 0.207, 0.075], [0.120, -0.013, 0.095], [-0.020, 0.028, 0.093], [-0.316, -0.363, -0.097], [0.170, -0.154, 0.108], [0.053, -0.064, 0.203]]
}